Entry 1:
Entry from the OMol25 dataset: a molecular structure, C54H64N9P2RuSSi2 in a non-equilibrium geometry (ωB97M-V/def2-TZVPD).

Last column: Mulliken charge in e.
Atoms and positions in Å:
1 Ru 0.716 0.566 -0.171  1.58
2 S 2.160 2.759 -0.806  -0.60
3 P -1.442 0.819 -2.021  1.84
4 P -2.385 -1.290 0.149  1.58
5 Si 1.100 0.970 -3.801  0.54
6 Si -1.043 -3.917 0.725  0.33
7 N 1.445 -1.452 -1.199  2.84
8 N 0.083 1.102 -2.420  -0.49
9 N 0.259 1.819 1.783  1.34
10 N 4.254 3.966 0.208  -0.11
11 N 2.655 -2.013 -1.147  -0.34
12 N 2.448 -0.196 1.156  1.42
13 N -1.830 -2.725 -0.228  0.24
14 N 1.210 1.999 2.703  0.17
15 N 2.183 5.095 0.364  0.04
16 C -0.685 -5.378 -0.454  -1.36
17 C 1.941 0.943 3.278  -1.03
18 C -2.252 2.441 -1.769  -0.32
19 C 2.935 0.048 6.841  -1.81
20 C -3.919 -0.567 -5.622  -0.75
21 C -6.861 -1.495 -0.875  -0.70
22 C -2.553 1.063 -4.518  -0.72
23 C -3.297 0.675 -5.614  -0.60
24 C 5.152 5.105 0.141  -1.15
25 C -0.390 2.972 1.675  -0.93
26 C 4.828 0.063 1.032  0.14
27 C 2.682 -3.154 -1.873  -0.43
28 C -3.637 2.557 -1.709  -0.26
29 C -3.420 4.909 -1.279  -0.82
30 C -4.161 -1.305 -0.281  0.87
31 C -3.505 -1.108 2.768  -0.49
32 C -3.763 -1.429 -4.549  -0.95
33 C -1.022 -0.627 3.901  -0.74
34 C -1.456 3.565 -1.587  -0.65
35 C 2.859 0.581 -3.151  0.03
36 C -3.014 -1.042 -3.449  -0.11
37 C 7.521 -1.394 -1.184  -1.69
38 C -3.379 -0.985 4.143  -0.89
39 C 6.181 -1.100 -0.579  0.29
40 C 0.645 -0.416 -5.032  -0.94
41 C 0.701 -2.212 -1.979  -1.66
42 C 2.096 0.983 4.663  -0.22
43 C 1.187 3.264 3.180  -0.43
44 C 6.059 -0.227 0.498  -1.28
45 C -2.039 4.797 -1.346  -0.52
46 C -2.430 0.212 -3.424  0.92
47 C -4.217 3.788 -1.464  -0.79
48 C 5.019 -1.644 -1.101  -0.81
49 C 2.914 4.021 0.003  0.16
50 C 3.632 -0.514 0.547  -0.88
51 C 2.795 0.009 5.350  0.63
52 C 3.763 -1.388 -0.557  -0.17
53 C -2.213 -4.602 2.075  -1.27
54 C -2.390 -0.972 1.952  0.02
55 C 2.508 -0.101 2.520  -0.74
56 C -1.419 0.035 -0.467  -0.91
57 C 0.571 -3.343 1.578  -0.84
58 C 1.180 2.664 -4.700  -1.23
59 C -1.149 -0.745 2.530  0.72
60 C 0.160 3.921 2.540  -1.77
61 C -4.679 -2.478 -0.811  -0.71
62 C -2.140 -0.745 4.711  -0.86
63 C 1.437 -3.310 -2.433  -1.78
64 C -4.996 -0.218 -0.058  -0.86
65 C -6.343 -0.317 -0.359  -0.86
66 C 2.523 6.065 1.382  -1.27
67 C -6.025 -2.576 -1.104  -0.58
68 C 3.190 -1.100 3.251  -0.02
69 C 3.329 -1.048 4.615  -0.96
70 H 1.797 2.591 -5.590  0.39
71 H -4.473 -1.312 2.331  0.47
72 H -4.253 -1.086 4.773  0.38
73 H 3.548 -3.786 -1.903  0.69
74 H 1.625 3.412 -4.050  0.23
75 H -4.577 0.689 0.360  0.75
76 H -2.039 -0.663 5.784  0.45
77 H -1.426 -5.435 -1.243  0.33
78 H 0.206 3.035 -5.004  0.30
79 H 2.259 -0.679 7.294  0.31
80 H -6.422 -3.494 -1.512  0.43
81 H -4.235 -2.403 -4.564  0.48
82 H 1.365 -4.080 1.492  0.66
83 H -2.878 -1.704 -2.604  0.75
84 H 3.603 -1.931 2.701  0.61
85 H -2.050 2.019 -4.497  0.33
86 H 2.692 1.033 7.234  0.37
87 H 4.640 3.096 -0.135  0.28
88 H -7.914 -1.573 -1.101  0.40
89 H 1.310 -0.382 -5.888  0.52
90 H -1.226 3.073 1.008  0.67
91 H 3.855 -1.839 5.132  0.41
92 H -0.380 3.447 -1.656  0.29
93 H 4.817 5.829 -0.606  0.32
94 H -0.323 -1.964 -2.173  0.36
95 H 1.108 -4.103 -3.070  0.63
96 H 0.403 -3.147 2.633  0.46
97 H -3.397 1.336 -6.465  0.43
98 H -3.070 -5.089 1.621  0.30
99 H 2.854 0.579 -2.061  -0.76
100 H 5.091 -2.278 -1.973  0.51
101 H -0.282 -0.660 1.875  -0.33
102 H 6.941 0.244 0.911  0.38
103 H 1.643 1.797 5.213  0.53
104 H -2.590 -3.805 2.708  0.26
105 H -4.252 1.679 -1.863  0.53
106 H -0.371 -0.325 -5.401  0.23
107 H 3.220 -0.388 -3.483  0.32
108 H -0.711 -6.317 0.090  0.42
109 H 4.752 0.756 1.860  0.72
110 H -0.051 -0.454 4.338  0.39
111 H -1.719 -5.331 2.708  0.42
112 H 0.288 -5.294 -0.922  0.31
113 H -6.997 0.528 -0.194  0.43
114 H 7.709 -0.721 -2.022  0.28
115 H 1.906 3.605 3.896  0.68
116 H 3.066 5.588 2.198  0.37
117 H 1.607 6.494 1.783  0.37
118 H 5.230 5.601 1.110  0.31
119 H 0.925 -2.419 1.125  -0.35
120 H -4.527 -0.859 -6.468  0.39
121 H 1.199 4.973 0.166  0.19
122 H 0.741 -1.394 -4.572  0.13
123 H -3.879 5.872 -1.099  0.39
124 H -1.421 5.676 -1.221  0.48
125 H -5.295 3.880 -1.424  0.46
126 H -4.002 -3.305 -0.972  0.46
127 H 6.142 4.757 -0.141  0.39
128 H -0.163 4.931 2.691  0.62
129 H 3.582 1.326 -3.469  0.50
130 H 8.310 -1.253 -0.449  0.40
131 H 7.571 -2.416 -1.553  0.39
132 H 3.127 6.877 0.970  0.38
133 H 3.948 -0.217 7.142  0.41

The expectation value of S² is 8.767. The LUMO energy (spin up / spin down) is 0.010 / -0.022 Ha. The total energy comes out at -4343.74696 Eh. The spin multiplicity is 6. As for the orbital gap (spin up / spin down): 6.763 / 5.924 eV. The total charge is 0. The value obtained for the HOMO energy (spin up / spin down) is -6.49 / -6.52 eV.

***

Entry 2:
Entry from the OMol25 dataset: a molecular structure, C27H18BrNO4PReSe (ωB97M-V/def2-TZVPD).

Last column: Mulliken charge in e.
Atoms and positions in Å:
1 Re -0.466 -0.985 1.063  1.17
2 Br -3.324 1.189 6.852  -0.16
3 Se 4.036 -2.660 0.803  0.02
4 P -0.126 -0.568 -1.326  0.67
5 O -0.240 -0.071 2.683  -0.81
6 O -4.317 -0.898 0.123  -0.49
7 O 1.855 0.611 3.049  -0.52
8 O -2.222 -1.413 0.606  -0.36
9 N 1.358 -1.577 1.026  -0.38
10 C 3.124 -1.707 -3.485  -0.80
11 C -1.105 0.877 5.121  -0.34
12 C 1.456 1.550 -0.654  -0.11
13 C 2.176 -0.914 -2.851  -0.09
14 C 1.145 1.621 5.614  -0.63
15 C 1.802 2.887 -0.580  -0.83
16 C 2.460 -2.021 0.937  0.33
17 C -2.886 -1.045 -1.750  0.42
18 C -0.526 2.136 -1.926  -0.59
19 C 0.294 1.174 -1.338  0.69
20 C 3.053 -3.087 -3.390  -0.47
21 C -3.975 -1.178 -2.609  -0.77
22 C -2.541 -0.972 -4.517  -0.76
23 C -0.167 3.474 -1.844  -0.73
24 C -3.804 -1.146 -3.981  -0.58
25 C -0.616 1.969 7.215  -0.37
26 C -1.514 1.361 6.351  -0.13
27 C -1.616 -0.856 -2.288  0.33
28 C 0.738 0.519 3.460  0.69
29 C 0.231 1.012 4.759  0.44
30 C 1.093 -2.911 -2.017  -0.26
31 C 1.161 -1.522 -2.121  0.53
32 C -3.233 -1.109 -0.308  0.40
33 C -1.452 -0.826 -3.673  -0.47
34 C 2.038 -3.693 -2.655  -0.75
35 C 0.715 2.096 6.841  -0.54
36 C 0.990 3.845 -1.177  -0.55
37 H 2.233 0.165 -2.926  0.46
38 H -4.956 -1.314 -2.176  0.50
39 H -4.660 -1.262 -4.631  0.43
40 H 3.795 -3.698 -3.885  0.43
41 H -0.796 4.226 -2.301  0.44
42 H 2.177 1.710 5.307  0.44
43 H 1.262 4.891 -1.115  0.41
44 H 3.917 -1.241 -4.054  0.45
45 H -0.462 -0.688 -4.092  0.48
46 H 0.303 -3.380 -1.439  0.35
47 H -0.956 2.340 8.172  0.41
48 H 1.417 2.570 7.514  0.41
49 H 1.989 -4.770 -2.576  0.44
50 H 2.700 3.182 -0.055  0.46
51 H -2.398 -0.949 -5.588  0.45
52 H -1.817 0.407 4.460  0.49
53 H -1.430 1.848 -2.443  0.41
54 H 2.086 0.800 -0.184  0.33

The expectation value of S² is 3.792. The LUMO energy (spin up / spin down) is -0.161 / -0.193 Ha. The total energy comes out at -6790.27619 Eh. The spin multiplicity is 4. As for the orbital gap (spin up / spin down): 6.977 / 6.107 eV. The total charge is +1. The value obtained for the HOMO energy (spin up / spin down) is -11.35 / -11.35 eV.

***

Please write out number 2 again, unchanged.
Entry from the OMol25 dataset: a molecular structure, C27H18BrNO4PReSe (ωB97M-V/def2-TZVPD).

Last column: Mulliken charge in e.
Atoms and positions in Å:
1 Re -0.466 -0.985 1.063  1.17
2 Br -3.324 1.189 6.852  -0.16
3 Se 4.036 -2.660 0.803  0.02
4 P -0.126 -0.568 -1.326  0.67
5 O -0.240 -0.071 2.683  -0.81
6 O -4.317 -0.898 0.123  -0.49
7 O 1.855 0.611 3.049  -0.52
8 O -2.222 -1.413 0.606  -0.36
9 N 1.358 -1.577 1.026  -0.38
10 C 3.124 -1.707 -3.485  -0.80
11 C -1.105 0.877 5.121  -0.34
12 C 1.456 1.550 -0.654  -0.11
13 C 2.176 -0.914 -2.851  -0.09
14 C 1.145 1.621 5.614  -0.63
15 C 1.802 2.887 -0.580  -0.83
16 C 2.460 -2.021 0.937  0.33
17 C -2.886 -1.045 -1.750  0.42
18 C -0.526 2.136 -1.926  -0.59
19 C 0.294 1.174 -1.338  0.69
20 C 3.053 -3.087 -3.390  -0.47
21 C -3.975 -1.178 -2.609  -0.77
22 C -2.541 -0.972 -4.517  -0.76
23 C -0.167 3.474 -1.844  -0.73
24 C -3.804 -1.146 -3.981  -0.58
25 C -0.616 1.969 7.215  -0.37
26 C -1.514 1.361 6.351  -0.13
27 C -1.616 -0.856 -2.288  0.33
28 C 0.738 0.519 3.460  0.69
29 C 0.231 1.012 4.759  0.44
30 C 1.093 -2.911 -2.017  -0.26
31 C 1.161 -1.522 -2.121  0.53
32 C -3.233 -1.109 -0.308  0.40
33 C -1.452 -0.826 -3.673  -0.47
34 C 2.038 -3.693 -2.655  -0.75
35 C 0.715 2.096 6.841  -0.54
36 C 0.990 3.845 -1.177  -0.55
37 H 2.233 0.165 -2.926  0.46
38 H -4.956 -1.314 -2.176  0.50
39 H -4.660 -1.262 -4.631  0.43
40 H 3.795 -3.698 -3.885  0.43
41 H -0.796 4.226 -2.301  0.44
42 H 2.177 1.710 5.307  0.44
43 H 1.262 4.891 -1.115  0.41
44 H 3.917 -1.241 -4.054  0.45
45 H -0.462 -0.688 -4.092  0.48
46 H 0.303 -3.380 -1.439  0.35
47 H -0.956 2.340 8.172  0.41
48 H 1.417 2.570 7.514  0.41
49 H 1.989 -4.770 -2.576  0.44
50 H 2.700 3.182 -0.055  0.46
51 H -2.398 -0.949 -5.588  0.45
52 H -1.817 0.407 4.460  0.49
53 H -1.430 1.848 -2.443  0.41
54 H 2.086 0.800 -0.184  0.33

The expectation value of S² is 3.792. The LUMO energy (spin up / spin down) is -0.161 / -0.193 Ha. The total energy comes out at -6790.27619 Eh. The spin multiplicity is 4. As for the orbital gap (spin up / spin down): 6.977 / 6.107 eV. The total charge is +1. The value obtained for the HOMO energy (spin up / spin down) is -11.35 / -11.35 eV.

***

> total energy of number 2 (C27H18BrNO4PReSe)?

-6790.27619 Eh

***

> Among the records above, which one has the highest total energy?

C54H64N9P2RuSSi2